Record 1
A cluster of 13 separate species, C52H98F6O37 in total in a non-equilibrium geometry, computed with wB97M-V/def2-TZVPD.

Summary:
maximum force = 5.5 eV/A
2S+1 = 1
molecular weight = 1429.307 g/mol
E = -147570.4923 eV
lowest unoccupied orbital energy = -0.0001 hartree

Element x y z (Å)
C1 1.50 4.16 -10.79
C2 0.92 3.53 -12.09
O1 1.97 3.04 -12.86
C3 1.85 2.89 -14.17
O2 0.85 3.10 -14.83
O3 3.08 2.56 -14.67
C4 3.34 2.54 -16.07
H1 0.76 4.69 -10.19
H2 2.28 4.89 -11.00
H3 2.06 3.46 -10.17
H4 0.28 4.21 -12.63
H5 0.37 2.61 -11.89
H6 4.34 2.90 -16.31
H7 2.64 3.14 -16.65
H8 3.37 1.51 -16.42
C5 0.88 5.88 11.82
C6 2.16 5.52 11.16
O4 1.90 4.81 9.94
C7 2.86 4.05 9.27
O5 4.06 3.93 9.55
O6 2.37 3.53 8.20
C8 2.97 2.37 7.61
H9 0.49 4.94 12.22
H10 0.07 6.19 11.15
H11 0.92 6.54 12.70
H12 2.75 4.86 11.81
H13 2.61 6.50 11.03
H14 4.05 2.40 7.45
H15 2.57 2.23 6.61
H16 2.63 1.47 8.13
C9 8.39 1.21 1.84
C10 8.04 -0.22 1.49
O7 8.92 -1.16 2.03
C11 10.21 -1.33 1.66
O8 10.87 -0.63 0.92
O9 10.70 -2.25 2.56
C12 12.11 -2.41 2.67
H17 7.67 1.98 1.59
H18 9.29 1.64 1.39
H19 8.45 1.21 2.92
H20 7.91 -0.28 0.41
H21 7.05 -0.44 1.90
H22 12.49 -1.55 3.21
H23 12.60 -2.51 1.71
H24 12.21 -3.31 3.28
C13 -2.40 -2.96 -12.06
C14 -3.20 -3.27 -10.81
O10 -2.26 -3.88 -9.95
C15 -2.56 -4.62 -8.88
O11 -3.70 -5.00 -8.55
O12 -1.40 -5.10 -8.32
C16 -1.32 -5.88 -7.12
H25 -2.95 -2.27 -12.69
H26 -2.11 -3.86 -12.61
H27 -1.43 -2.56 -11.75
H28 -3.97 -3.97 -11.15
H29 -3.64 -2.38 -10.37
H30 -0.94 -6.89 -7.29
H31 -2.27 -5.85 -6.59
H32 -0.61 -5.31 -6.53
C17 4.75 -4.72 6.87
C18 3.38 -5.36 6.90
O13 2.52 -4.71 7.81
C19 1.32 -5.29 8.07
O14 0.98 -6.47 7.82
O15 0.51 -4.26 8.51
C20 -0.86 -4.43 8.41
H33 4.66 -3.66 7.11
H34 5.10 -4.88 5.85
H35 5.44 -5.13 7.60
H36 3.40 -6.42 7.15
H37 2.98 -5.27 5.89
H38 -1.32 -3.56 8.88
H39 -1.22 -5.28 8.98
H40 -1.11 -4.33 7.35
C21 -5.34 2.78 9.19
C22 -4.86 2.42 7.75
O16 -5.93 2.64 6.83
C23 -6.56 1.54 6.34
O17 -6.14 0.42 6.37
O18 -7.59 1.94 5.49
C24 -8.15 1.13 4.46
H41 -4.78 2.26 9.97
H42 -6.36 2.47 9.41
H43 -5.27 3.86 9.35
H44 -4.44 1.42 7.67
H45 -4.04 3.09 7.46
H46 -8.95 0.58 4.95
H47 -7.48 0.33 4.12
H48 -8.60 1.63 3.60
C25 7.28 -6.73 -2.52
C26 6.10 -5.91 -2.03
O19 5.14 -6.78 -1.57
C27 4.09 -6.34 -0.84
O20 3.90 -5.15 -0.57
O21 3.42 -7.45 -0.47
C28 2.18 -7.47 0.21
H49 7.95 -6.17 -3.18
H50 7.03 -7.72 -2.92
H51 7.88 -7.07 -1.68
H52 5.63 -5.39 -2.87
H53 6.46 -5.23 -1.26
H54 1.36 -6.86 -0.17
H55 2.40 -7.13 1.22
H56 1.74 -8.47 0.31
C29 -0.89 9.15 -2.48
C30 -1.95 8.07 -2.72
O22 -2.33 7.65 -1.50
C31 -3.61 7.79 -1.06
O23 -4.58 8.28 -1.63
O24 -3.60 7.27 0.16
C32 -4.82 7.30 0.88
H57 -0.35 9.14 -1.54
H58 -1.32 10.15 -2.57
H59 -0.10 9.17 -3.23
H60 -1.54 7.18 -3.19
H61 -2.82 8.34 -3.31
H62 -4.66 7.89 1.78
H63 -4.94 6.24 1.12
H64 -5.71 7.74 0.45
C33 2.55 12.88 9.52
C34 1.14 12.71 8.91
O25 0.86 11.38 8.45
C35 1.29 11.02 7.21
O26 1.95 11.67 6.39
O27 0.74 9.79 6.94
C36 1.14 9.22 5.71
H65 2.59 13.86 10.00
H66 3.37 12.75 8.81
H67 2.69 12.10 10.27
H68 0.93 13.43 8.12
H69 0.38 13.02 9.63
H70 2.19 8.95 5.66
H71 0.91 9.86 4.86
H72 0.55 8.31 5.58
C37 3.50 -10.02 -7.09
C38 4.64 -9.28 -7.76
O28 4.44 -7.90 -7.40
C39 4.15 -6.91 -8.29
O29 4.13 -7.06 -9.50
O30 3.96 -5.78 -7.57
C40 3.72 -4.53 -8.25
H73 3.66 -11.07 -7.34
H74 2.55 -9.79 -7.58
H75 3.50 -9.91 -6.01
H76 4.71 -9.48 -8.83
H77 5.62 -9.55 -7.37
H78 4.58 -4.32 -8.88
H79 3.66 -3.69 -7.55
H80 2.82 -4.69 -8.83
C41 -7.52 -5.90 0.63
C42 -6.81 -6.44 1.97
O31 -7.45 -7.62 2.40
C43 -7.33 -8.04 3.65
O32 -6.57 -7.56 4.50
O33 -8.40 -8.80 3.90
C44 -8.73 -9.12 5.22
H81 -7.18 -4.88 0.45
H82 -8.61 -5.92 0.66
H83 -7.21 -6.46 -0.25
H84 -6.94 -5.70 2.76
H85 -5.73 -6.56 1.85
H86 -9.78 -9.39 5.36
H87 -8.45 -8.35 5.94
H88 -8.17 -10.00 5.54
C45 -1.07 -1.22 1.96
C46 -1.55 0.22 1.56
O34 -1.34 0.41 0.10
C47 -0.14 0.83 -0.31
O35 0.63 1.58 0.33
C48 0.27 0.26 -1.69
F1 -0.10 -1.00 -1.78
F2 -0.36 0.92 -2.62
F3 1.62 0.20 -1.83
H89 -0.01 -1.42 1.80
H90 -1.67 -2.04 1.57
H91 -1.21 -1.32 3.04
H92 -0.96 0.95 2.12
H93 -2.60 0.38 1.78
C49 -5.85 1.41 -5.41
C50 -5.99 2.96 -5.07
O36 -7.26 3.26 -4.74
C51 -7.73 3.03 -3.49
O37 -7.16 2.29 -2.62
C52 -9.09 3.73 -3.18
F4 -9.02 4.29 -1.97
F5 -9.41 4.64 -4.09
F6 -10.08 2.79 -3.17
H94 -6.56 1.06 -6.16
H95 -6.04 0.90 -4.46
H96 -4.82 1.12 -5.61
H97 -5.60 3.50 -5.93
H98 -5.34 3.22 -4.24



Record 2
A cluster of 8 separate species, C52H98FN5O15PS8 in total in a non-equilibrium geometry, computed with wB97M-V/def2-TZVPD.

Summary:
maximum force = 6.2 eV/A
2S+1 = 1
molecular weight = 1339.884 g/mol
E = -192349.6743 eV
lowest unoccupied orbital energy = -0.0973 hartree
total charge = +1

Element x y z (Å)
C1 5.53 0.72 6.38
C2 4.29 0.41 5.45
F1 3.67 -0.73 6.05
C3 4.72 0.00 3.97
N1 3.93 0.72 2.92
C4 3.93 2.17 3.00
C5 5.46 2.73 3.29
C6 6.32 2.98 1.92
O1 5.69 4.09 2.85
C7 3.25 -0.05 2.08
N2 3.22 -1.44 2.01
C8 2.38 -1.92 1.05
N3 1.88 -0.73 0.50
P1 0.70 -1.03 -0.78
S1 -0.97 -1.61 0.04
N4 2.40 0.38 1.06
C9 1.99 1.69 0.53
C10 1.05 2.56 1.47
C11 -0.09 1.75 2.19
C12 -1.35 1.77 1.21
C13 -2.10 3.17 1.30
C14 -2.96 3.31 2.63
C15 -4.21 2.33 2.53
C16 -5.28 2.79 1.42
C17 -6.56 3.26 2.23
C18 -7.44 2.01 2.65
C19 -8.93 2.50 2.89
C20 -9.91 1.86 1.81
N5 -10.71 0.76 2.42
C21 -11.75 0.92 3.30
C22 -12.18 -0.44 3.62
C23 -11.31 -1.36 2.83
C24 -10.37 -0.53 2.06
H1 6.40 0.07 6.17
H2 5.18 0.47 7.42
H3 5.76 1.82 6.39
H4 3.51 1.21 5.48
H5 5.83 0.13 3.82
H6 4.56 -1.10 3.96
H7 3.74 2.75 2.08
H8 3.39 2.63 3.87
H9 6.03 2.33 4.19
H10 7.29 3.52 1.96
H11 5.68 3.37 1.08
H12 2.14 -2.96 0.75
H13 1.18 -2.16 -1.52
H14 0.41 0.10 -1.59
H15 1.44 1.66 -0.45
H16 2.94 2.24 0.27
H17 0.53 3.27 0.77
H18 1.62 3.21 2.18
H19 -0.40 2.36 3.08
H20 0.19 0.72 2.51
H21 -0.92 1.75 0.16
H22 -2.03 0.91 1.39
H23 -2.69 3.38 0.38
H24 -1.33 4.00 1.37
H25 -2.34 3.19 3.55
H26 -3.35 4.38 2.62
H27 -4.67 2.32 3.56
H28 -3.95 1.27 2.28
H29 -4.92 3.62 0.79
H30 -5.58 1.89 0.83
H31 -6.28 3.82 3.16
H32 -7.21 3.93 1.61
H33 -7.36 1.23 1.84
H34 -7.09 1.53 3.60
H35 -9.01 3.62 2.82
H36 -9.27 2.17 3.91
H37 -9.34 1.41 0.96
H38 -10.63 2.63 1.43
H39 -12.14 1.90 3.65
H40 -12.99 -0.72 4.32
H41 -11.35 -2.46 2.78
H42 -9.58 -0.84 1.36
C25 1.93 -8.06 0.25
C26 2.67 -7.52 1.47
C27 2.87 -6.01 1.26
S2 1.53 -5.47 0.21
O2 2.08 -5.03 -1.06
O3 0.62 -4.64 0.98
C28 0.79 -7.08 -0.02
H43 1.56 -9.07 0.41
H44 2.61 -8.08 -0.61
H45 2.06 -7.69 2.37
H46 3.62 -8.03 1.63
H47 2.84 -5.47 2.20
H48 3.81 -5.81 0.75
H49 0.37 -7.16 -1.02
H50 0.00 -7.19 0.73
C29 4.93 -5.82 -4.07
C30 5.30 -7.10 -4.82
C31 6.13 -7.97 -3.86
S3 5.60 -7.53 -2.21
O4 6.70 -6.90 -1.52
O5 4.87 -8.63 -1.63
C32 4.44 -6.26 -2.70
H51 4.17 -5.24 -4.60
H52 5.82 -5.18 -3.97
H53 4.39 -7.64 -5.10
H54 5.85 -6.89 -5.74
H55 5.95 -9.03 -4.03
H56 7.19 -7.75 -3.94
H57 4.44 -5.46 -1.96
H58 3.45 -6.72 -2.76
C33 3.85 0.59 -4.09
C34 4.59 1.70 -3.33
C35 3.78 2.99 -3.51
S4 2.08 2.49 -3.76
O6 1.69 2.85 -5.10
O7 1.30 2.86 -2.60
C36 2.38 0.73 -3.71
H59 4.24 -0.40 -3.83
H60 3.98 0.73 -5.17
H61 4.63 1.44 -2.27
H62 5.61 1.82 -3.68
H63 3.85 3.64 -2.64
H64 4.11 3.54 -4.40
H65 1.71 0.22 -4.40
H66 2.20 0.40 -2.69
C37 3.74 -13.20 2.78
C38 4.49 -12.09 3.53
C39 3.69 -10.79 3.34
S5 1.99 -11.28 3.10
O8 1.58 -10.93 1.76
O9 1.22 -10.89 4.26
C40 2.28 -13.04 3.17
H67 4.12 -14.19 3.04
H68 3.86 -13.06 1.70
H69 4.54 -12.33 4.59
H70 5.51 -11.98 3.17
H71 3.77 -10.14 4.21
H72 4.01 -10.25 2.44
H73 1.60 -13.56 2.49
H74 2.10 -13.37 4.19
C41 -2.49 8.64 0.61
C42 -3.16 8.96 1.95
C43 -4.55 8.32 1.94
S6 -4.44 6.90 0.85
O10 -5.28 7.14 -0.30
O11 -4.54 5.69 1.63
C44 -2.74 7.15 0.37
H75 -1.43 8.87 0.62
H76 -2.96 9.22 -0.18
H77 -2.57 8.53 2.76
H78 -3.22 10.03 2.12
H79 -4.85 7.99 2.93
H80 -5.30 9.00 1.53
H81 -2.59 6.85 -0.66
H82 -2.11 6.54 1.03
C45 0.20 7.44 -5.49
C46 1.20 6.48 -4.83
C47 1.59 7.08 -3.47
S7 0.19 8.07 -2.95
O12 0.58 9.45 -2.91
O13 -0.45 7.43 -1.82
C48 -0.81 7.80 -4.41
H83 -0.28 6.99 -6.36
H84 0.73 8.34 -5.83
H85 0.73 5.51 -4.68
H86 2.08 6.32 -5.45
H87 1.78 6.31 -2.73
H88 2.45 7.74 -3.56
H89 -1.38 8.69 -4.63
H90 -1.48 6.96 -4.20
C49 -2.22 2.82 -6.08
C50 -3.66 2.29 -6.10
C51 -3.60 0.79 -5.80
S8 -2.14 0.53 -4.80
O14 -1.20 -0.26 -5.55
O15 -2.53 0.19 -3.45
C52 -1.59 2.23 -4.82
H91 -2.19 3.91 -6.07
H92 -1.69 2.47 -6.97
H93 -4.25 2.80 -5.33
H94 -4.15 2.48 -7.06
H95 -4.48 0.45 -5.25
H96 -3.49 0.20 -6.71
H97 -0.50 2.26 -4.84
H98 -1.97 2.72 -3.92